# 1
C41H42CrN9O2S as an isolated structure, computed with ωB97M-V with the def2-TZVPD basis set.

Structure (XYZ):
```
96
Properties=species:S:1:pos:R:3:forces:R:3
Cr -0.3741 0.4289 0.5627 -0.465 -0.780 0.274
C 2.7196 0.9766 7.0102 -0.027 0.008 -0.098
C 2.1149 0.5654 5.6925 0.070 0.049 0.123
C 1.9731 -0.7631 5.3296 0.081 -0.159 -0.051
C 1.4840 -1.1595 4.0786 0.088 0.086 0.057
C 1.3742 -2.5871 3.8483 -0.217 0.115 0.215
N 1.8088 -3.2489 2.8421 0.298 -0.126 -0.128
C 2.8026 -2.8224 1.8345 0.014 -0.070 -0.211
C 2.6267 -3.6013 0.5393 -0.142 -0.001 0.033
C 1.4643 -3.0212 -0.2390 0.029 -0.128 -0.166
N 1.1736 -3.7621 -1.4505 0.002 -0.201 0.129
C 0.2464 -3.1541 -2.3670 0.012 0.485 -0.143
C -1.1344 -2.9429 -1.7819 0.231 -0.084 0.013
C -2.1539 -3.8056 -2.1279 -0.118 0.022 -0.005
C -3.4731 -3.6873 -1.6530 0.039 -0.220 -0.172
C -4.5420 -4.6629 -2.0818 0.058 0.096 -0.004
C -3.7481 -2.6400 -0.8148 -0.136 0.114 0.120
C -2.7458 -1.7271 -0.4286 0.110 0.026 -0.035
C -3.0936 -0.6306 0.4099 -0.055 -0.018 0.029
N -2.3246 0.3219 0.8426 -0.029 0.264 0.135
C -2.9187 1.3904 1.6694 0.051 0.049 -0.034
C -2.5860 2.7742 1.1142 0.151 -0.128 0.037
C -1.1222 3.2219 1.3517 -0.043 -0.090 -0.069
N -0.2633 2.0746 1.7282 0.001 0.626 0.226
C 0.3924 2.1945 2.8285 -0.086 -0.024 0.046
C 1.0611 1.1516 3.5665 0.116 -0.014 -0.114
C 1.6409 1.5028 4.7880 -0.042 0.071 0.002
C 0.9954 -0.2030 3.1539 -0.190 0.105 0.095
O 0.4229 -0.5678 2.0431 0.261 -0.173 -0.282
C -1.4211 -1.8878 -0.8994 -0.118 0.149 0.081
O -0.4844 -1.0542 -0.5260 0.168 -0.280 -0.128
H 2.8618 0.1194 7.6659 -0.007 0.009 -0.013
H 3.6916 1.4491 6.8593 -0.009 -0.024 0.002
H 2.0821 1.6961 7.5247 0.005 -0.024 -0.005
H 2.2961 -1.5337 6.0246 -0.055 0.043 0.002
H 0.8974 -3.1868 4.6219 -0.064 0.016 -0.061
H 1.6056 -4.2438 2.8335 0.049 -0.024 -0.005
H 2.7037 -1.7540 1.6661 -0.085 0.046 0.065
H 3.7800 -3.0157 2.2766 0.005 -0.017 0.088
H 3.5466 -3.5252 -0.0425 0.049 -0.008 0.050
H 2.4700 -4.6640 0.7534 0.047 -0.002 -0.037
H 0.5690 -3.0310 0.3858 -0.003 0.098 0.039
H 1.7013 -1.9718 -0.4489 -0.008 0.048 0.037
H 2.0205 -4.0292 -1.9376 0.006 0.072 -0.043
H 0.1612 -3.7924 -3.2423 -0.120 -0.118 0.072
H -1.9263 -4.6097 -2.8210 0.004 0.008 0.034
H -4.1034 -5.5372 -2.5597 -0.008 -0.011 0.015
H -5.1338 -5.0025 -1.2319 0.020 -0.002 0.001
H -5.2290 -4.2038 -2.7954 0.021 -0.003 -0.001
H -4.7594 -2.5029 -0.4411 0.060 0.018 0.010
H -4.1410 -0.5842 0.7116 0.005 0.022 -0.014
H -4.0008 1.2681 1.7061 -0.034 -0.064 -0.041
H -2.5432 1.2932 2.6900 -0.021 -0.053 0.029
H -2.8147 2.7784 0.0496 -0.039 0.051 -0.020
H -3.2479 3.5001 1.5852 -0.008 0.010 -0.013
H -0.7263 3.7009 0.4565 0.038 -0.061 -0.021
H -1.0957 3.9607 2.1512 0.061 0.008 0.051
H 0.3854 3.1683 3.3194 -0.036 0.004 0.029
H 1.6875 2.5557 5.0530 -0.038 -0.042 -0.012
C -2.8853 -2.7785 -6.1813 0.021 0.030 -0.027
C -1.5253 -2.1642 -6.0416 -0.044 -0.022 0.028
C -0.8691 -1.5841 -7.1195 -0.001 0.010 -0.080
C 0.3688 -1.0207 -6.8773 0.084 0.005 0.114
N 0.9360 -1.0272 -5.6701 -0.046 0.059 0.057
C 0.2280 -1.6036 -4.7065 -0.081 -0.056 -0.209
S 0.9873 -1.5834 -3.1094 -0.078 -0.167 0.053
N -0.9733 -2.1642 -4.8244 0.102 -0.048 0.045
H -2.9998 -3.2662 -7.1488 -0.002 0.001 0.028
H -3.6485 -1.9992 -6.1134 0.008 -0.023 0.009
H -3.0612 -3.4966 -5.3831 0.011 0.000 -0.003
H -1.3081 -1.5804 -8.1085 0.035 -0.004 0.037
H 0.9485 -0.5613 -7.6705 -0.051 0.008 0.003
N -1.1315 5.2134 -4.6722 -0.094 -0.161 0.005
C -0.6973 6.3958 -5.2239 0.095 0.071 0.032
C -1.3058 7.3217 -6.0727 -0.042 -0.070 0.002
C -0.5612 8.4319 -6.3970 0.019 0.009 0.009
C 0.7439 8.6285 -5.8960 -0.004 0.033 -0.018
C 1.3383 7.7147 -5.0611 0.041 -0.041 0.034
C 0.6004 6.5739 -4.7194 -0.047 0.078 -0.035
N 0.9313 5.5300 -3.8876 0.106 -0.035 0.017
C -0.1104 4.7416 -3.8857 -0.060 0.139 -0.065
C -0.1932 3.5660 -3.0340 -0.056 -0.107 0.078
C -1.3339 2.7707 -2.9100 0.028 0.051 -0.118
C -1.3732 1.7803 -1.9535 -0.010 -0.250 0.004
N -0.3569 1.5446 -1.1165 0.251 0.643 -0.344
C 0.7893 2.2310 -1.3170 -0.118 -0.113 0.057
C 0.9146 3.2261 -2.2480 0.061 0.096 -0.128
H -2.0186 4.7762 -4.8461 -0.004 0.003 -0.005
H -2.3115 7.1837 -6.4489 0.040 0.000 -0.011
H -0.9884 9.1802 -7.0514 0.009 -0.006 0.016
H 1.2777 9.5275 -6.1751 -0.002 -0.038 -0.008
H 2.3366 7.8577 -4.6684 -0.033 0.011 -0.025
H -2.1990 2.9133 -3.5437 -0.004 0.008 0.053
H -2.2380 1.1375 -1.8483 -0.045 0.069 0.068
H 1.6298 1.9632 -0.6840 0.000 0.061 0.054
H 1.8397 3.7720 -2.3760 -0.035 -0.015 0.065
```
Positions in Å, forces in eV/Å.

## Properties
**HOMO (spin up / spin down)**: -12.22 / -12.23 eV
**Multiplicity**: 4
**E_LUMO (spin up / spin down)**: -5.846 / -5.867 eV
**ΔE to the lowest compared entry with this formula, charge and spin**: 0.000 eV
**Total charge**: +2
**Expectation value of S²**: 3.776
**E_tot**: -99951.9469 eV


# 2
C41H42IrNO10S as an isolated structure, computed with ωB97M-V with the def2-TZVPD basis set.

Structure (XYZ):
```
96
Properties=species:S:1:pos:R:3:forces:R:3
Ir -0.3258 0.0483 0.1987 -0.427 0.353 0.141
C -3.6376 -3.3333 -4.0615 0.032 -0.002 0.015
C -2.1242 -3.3662 -3.9309 -0.084 0.108 -0.031
C -1.4900 -4.3847 -4.8412 -0.009 -0.041 -0.015
O -1.5550 -2.0886 -4.1546 0.130 -0.055 0.002
C -1.5908 -1.4180 -2.9167 0.063 -0.002 0.046
C -1.3313 -2.5491 -1.8995 -0.373 0.198 -0.200
O -1.8120 -3.6576 -2.5393 0.100 0.004 -0.029
C 0.1977 -2.9810 -1.1792 0.504 -0.119 0.507
O 0.6575 -1.7825 -0.8388 -0.157 -0.304 -0.240
C 1.1831 -3.7428 -2.0551 -0.114 0.051 -0.054
C 2.0322 -4.6616 -1.4399 0.052 -0.014 0.031
C 3.0288 -5.2972 -2.1640 -0.004 0.011 -0.036
C 3.1838 -5.0330 -3.5174 -0.020 -0.011 0.013
C 2.3399 -4.1235 -4.1352 0.004 0.038 -0.002
C 1.3510 -3.4782 -3.4062 0.145 0.053 0.066
C -0.3183 -3.8432 -0.0182 -0.002 0.058 -0.099
C -0.2456 -3.3770 1.2840 0.010 0.002 0.055
C -0.7031 -4.1517 2.3410 -0.001 -0.032 -0.018
C -1.2365 -5.4072 2.0966 0.010 0.035 0.030
C -1.2942 -5.8862 0.7944 -0.006 -0.008 -0.049
C -0.8360 -5.1122 -0.2598 -0.043 -0.051 0.039
C -0.8874 -0.0376 -2.9637 -0.048 0.092 -0.156
O -0.7307 0.3742 -1.6225 0.152 -0.208 0.144
C 0.4392 0.0269 -3.7186 0.044 -0.175 0.061
C 1.6427 0.2689 -3.0710 -0.047 -0.065 0.027
C 2.8277 0.3345 -3.7927 0.002 -0.014 -0.022
C 2.8189 0.1651 -5.1670 0.002 0.007 0.002
C 1.6128 -0.0443 -5.8233 -0.011 0.004 -0.003
C 0.4293 -0.1002 -5.1062 0.029 -0.112 -0.025
C -1.8326 0.9910 -3.6026 -0.038 0.079 0.058
C -1.5374 2.3357 -3.3872 -0.013 0.005 -0.035
C -2.3371 3.3292 -3.9226 0.002 -0.016 -0.002
C -3.4469 2.9926 -4.6893 -0.005 -0.023 0.001
C -3.7383 1.6591 -4.9178 0.008 0.000 0.005
C -2.9351 0.6590 -4.3776 0.012 0.027 -0.004
H -3.9066 -3.1969 -5.1084 -0.006 0.008 -0.003
H -4.0727 -2.5230 -3.4763 -0.007 -0.011 0.011
H -4.0556 -4.2753 -3.7101 -0.005 0.000 -0.009
H -1.6005 -4.0487 -5.8718 -0.016 -0.022 -0.014
H -1.9981 -5.3416 -4.7289 0.001 -0.006 -0.013
H -0.4348 -4.5118 -4.6158 -0.089 -0.013 -0.024
H -2.6299 -1.1489 -2.6766 -0.048 -0.061 0.035
H -1.8719 -2.3629 -0.9713 0.086 0.002 0.053
H 1.9233 -4.8835 -0.3858 0.002 0.017 -0.027
H 3.6823 -6.0024 -1.6680 0.002 -0.005 0.000
H 3.9548 -5.5359 -4.0859 0.005 0.006 0.001
H 2.4468 -3.9058 -5.1900 0.017 -0.006 -0.012
H 0.7091 -2.7775 -3.9107 -0.074 0.261 -0.042
H 0.2085 -2.4203 1.4859 0.015 0.080 0.014
H -0.6253 -3.7771 3.3534 -0.001 0.006 0.013
H -1.5917 -6.0163 2.9170 -0.001 -0.008 -0.002
H -1.6940 -6.8720 0.5973 -0.001 -0.004 0.003
H -0.8734 -5.4970 -1.2692 0.004 -0.005 0.017
H 1.6692 0.4064 -2.0015 0.020 -0.049 0.065
H 3.7605 0.5152 -3.2746 -0.001 0.008 0.010
H 3.7431 0.2112 -5.7279 -0.001 0.003 -0.002
H 1.5911 -0.1491 -6.9002 0.000 -0.009 0.001
H -0.5067 -0.2440 -5.6294 0.002 -0.010 0.003
H -0.6641 2.5953 -2.8017 0.000 0.002 0.001
H -2.0912 4.3698 -3.7543 -0.002 0.008 0.004
H -4.0737 3.7665 -5.1113 0.003 0.005 -0.006
H -4.5917 1.3863 -5.5243 -0.007 0.001 -0.005
H -3.1693 -0.3745 -4.5954 -0.003 0.006 -0.005
O 1.8675 0.4913 0.5364 0.219 -0.061 -0.099
C 2.5324 -0.0991 1.3948 0.021 0.176 -0.083
C 2.0480 -0.5890 2.6519 -0.051 -0.081 0.038
C 2.9881 -1.1684 3.5186 0.025 -0.001 -0.120
C 2.5958 -1.5888 4.7550 -0.139 -0.154 0.003
C 1.2744 -1.4373 5.1876 0.039 -0.041 0.045
C 0.3402 -0.8867 4.3494 -0.043 0.011 -0.025
C 0.6896 -0.4664 3.0500 0.050 -0.020 0.066
O -0.2473 0.0098 2.2700 0.121 -0.208 -0.299
N 3.5812 -2.2085 5.6509 0.070 0.644 0.179
O 4.7137 -2.3244 5.2366 0.087 -0.224 -0.118
O 3.2107 -2.4864 6.7703 -0.084 -0.254 0.042
H 3.6039 -0.2380 1.1981 0.020 0.042 0.030
H 4.0212 -1.2830 3.2159 -0.011 0.005 -0.002
H 1.0116 -1.7660 6.1837 -0.007 -0.006 -0.017
H -0.6900 -0.7737 4.6583 -0.003 -0.007 0.008
C -1.7927 4.2243 2.1421 -0.047 0.029 -0.014
S -0.5750 3.1637 1.3939 0.013 -0.219 -0.134
C -0.0712 4.2360 0.0596 -0.031 -0.002 -0.014
O -1.4044 2.0738 0.7116 0.057 0.258 0.182
H -2.5862 4.3941 1.4155 -0.010 0.033 0.023
H -1.3120 5.1585 2.4287 -0.010 0.013 0.026
H -2.1776 3.7208 3.0256 -0.015 -0.007 -0.006
H 0.4588 5.0914 0.4759 0.008 0.021 -0.013
H -0.9541 4.5440 -0.4990 0.013 0.009 -0.020
H 0.5997 3.6589 -0.5744 0.017 -0.001 0.003
C -3.6705 -0.1356 0.1102 0.047 0.034 -0.010
O -2.5503 -0.5218 0.9257 -0.076 0.030 0.012
H -3.4677 0.7991 -0.4135 0.000 0.006 -0.007
H -4.5605 -0.0388 0.7296 -0.020 0.001 -0.010
H -3.8300 -0.9360 -0.6074 -0.006 -0.022 -0.023
H -2.4781 0.1072 1.6576 -0.049 -0.082 0.068
```
Positions in Å, forces in eV/Å.

## Properties
**HOMO (spin up / spin down)**: -10.77 / -11.11 eV
**Multiplicity**: 6
**E_LUMO (spin up / spin down)**: -3.035 / -5.110 eV
**ΔE to the lowest compared entry with this formula, charge and spin**: 0.268 eV
**Total charge**: +1
**Expectation value of S²**: 8.771
**E_tot**: -78823.7553 eV


# 3
C41H42N3O6PPbS3 as an isolated structure, computed with ωB97M-V with the def2-TZVPD basis set.

Structure (XYZ):
```
97
Properties=species:S:1:pos:R:3:forces:R:3
Pb 2.8842 -1.3278 0.7780 -0.378 -0.280 -1.052
C 2.3581 -5.5121 -2.2118 -0.264 -0.306 -1.513
C 1.3053 -5.4892 -1.1808 -0.913 0.185 1.430
C 1.5634 -5.0956 0.1527 1.408 0.082 -1.222
C 0.5781 -5.1024 1.0849 -0.906 0.057 1.630
C -0.6891 -5.6415 0.8225 0.503 0.890 0.651
C -0.9456 -6.0755 -0.4541 -0.973 -0.173 0.037
C 0.0121 -5.9474 -1.4438 0.672 -0.507 -0.725
H 1.8724 -5.7384 -3.1880 0.492 -0.232 0.546
H 3.0835 -6.2845 -1.9580 0.167 0.005 -0.250
H 2.8685 -4.5752 -2.4057 0.139 0.301 0.504
H 2.5947 -4.8271 0.4573 -0.676 0.059 -0.361
H 0.7745 -4.6881 2.0879 -0.039 -0.379 -0.496
H -1.4136 -5.6174 1.6395 0.006 -0.247 -0.491
H -1.9228 -6.5069 -0.6885 0.311 0.131 -0.017
H -0.2074 -6.3469 -2.4410 0.044 0.323 0.274
C -1.1948 0.3930 2.5868 0.035 0.799 1.792
C -0.5485 -0.3883 1.5529 3.215 -2.248 -1.213
O 0.4467 -1.1485 1.7368 -2.906 1.885 0.027
C -0.9873 -0.0519 0.1392 -1.642 -0.622 -0.176
C 0.1379 0.4259 -0.7268 2.108 0.623 -1.203
C 0.1052 1.8848 -1.2391 0.803 -1.506 -1.419
N 1.1281 -0.3844 -1.0625 -1.861 0.486 0.541
N 1.8569 -0.0728 -2.1862 0.835 -0.987 0.925
C 2.8886 -0.9314 -2.3353 -0.321 1.324 0.311
O 3.3105 -1.8250 -1.5145 -0.786 0.498 -0.082
C 3.7566 -0.5606 -3.4982 -0.886 -0.736 0.047
C 3.4175 0.3788 -4.4719 0.284 0.879 -0.076
C 4.4440 0.9114 -5.2616 -1.570 0.230 -0.095
C 5.7244 0.4315 -5.2008 0.488 -0.126 -0.683
C 5.9522 -0.6851 -4.4300 0.179 -0.595 0.518
C 4.9839 -1.1807 -3.5647 0.839 0.214 -0.688
H -0.6267 0.3054 3.5296 -0.139 0.286 -0.450
H -2.1875 0.0181 2.8172 -0.375 -0.165 -0.308
H -1.3046 1.4481 2.2507 0.147 -0.617 0.324
H -1.8018 0.7047 0.1998 0.782 -0.308 -0.148
H 0.3901 2.6450 -0.5262 0.086 -0.060 0.651
H -0.8759 2.1135 -1.6056 -0.644 0.266 -0.250
H 0.8389 1.9461 -2.0934 -0.857 -0.030 0.894
H 2.4053 0.7845 -4.6145 0.534 -0.331 0.503
H 4.1732 1.6936 -5.9618 0.143 0.029 0.008
H 6.4842 0.8536 -5.8615 -0.088 -0.181 0.322
H 6.8816 -1.2168 -4.4671 0.518 0.010 -0.077
H 5.2017 -2.0641 -2.9870 -0.062 0.136 0.361
S -4.0969 -2.3447 1.7001 0.122 -0.009 0.354
P -3.8728 -1.6728 -0.0968 0.524 0.693 0.906
S -1.9072 -1.4999 -0.8356 1.351 0.482 0.297
C -4.5337 -0.0191 -0.3478 -0.513 0.720 -0.345
C -4.6088 0.5484 -1.6356 1.071 -0.612 -0.694
C -5.0105 1.8615 -1.8236 -1.025 -0.748 0.412
C -5.5174 2.5660 -0.7209 1.072 0.258 -1.042
C -5.3393 2.0501 0.5398 -1.294 0.152 1.168
C -4.9571 0.7300 0.7442 0.676 -0.348 -0.259
C -4.6668 -2.6632 -1.3143 -0.981 -0.485 -0.803
C -6.0145 -2.3759 -1.5737 0.314 0.826 0.025
C -6.7602 -3.0718 -2.5085 -0.882 0.300 0.504
C -6.1995 -4.2040 -3.0862 0.226 -0.312 -0.589
C -4.8597 -4.5061 -2.8352 0.530 -0.380 -0.017
C -4.0814 -3.7313 -1.9560 0.794 -0.601 -0.665
H -4.2956 -0.0718 -2.5155 -0.237 0.699 0.892
H -5.0935 2.2625 -2.8237 0.055 0.056 -0.015
H -5.9672 3.5322 -0.9238 0.150 0.048 0.411
H -5.6635 2.6292 1.4080 0.045 -0.122 -0.268
H -4.9729 0.2283 1.7148 0.103 0.452 -0.129
H -6.4075 -1.4916 -1.0765 -0.325 -0.264 -0.171
H -7.7962 -2.7047 -2.7145 1.015 -0.666 0.092
H -6.7707 -4.8392 -3.7843 0.333 0.477 0.419
H -4.3838 -5.3583 -3.3539 -0.375 0.548 0.383
H -2.9893 -3.9154 -1.8242 -1.027 -0.136 -0.096
C -0.7603 3.9422 6.8672 -0.729 0.335 0.730
C -0.0175 4.2500 5.6070 1.322 0.765 0.121
C -0.6764 4.8258 4.5330 -0.789 0.732 -0.358
C -0.0085 5.1175 3.3435 -0.445 -0.303 -0.084
C 1.3638 4.9407 3.3023 -0.097 -0.675 -0.760
C 2.1007 4.4394 4.3579 -1.080 0.623 1.963
C 1.3949 4.1258 5.5447 -0.744 -0.036 -1.678
S 2.2235 5.0766 1.7751 0.823 1.343 -0.990
O 3.1664 6.2018 1.8200 -1.481 -1.052 -0.308
O 1.2703 4.9514 0.6742 0.665 0.419 1.078
N 3.1815 3.7635 1.8656 -1.123 -0.191 1.024
C 4.2559 3.7050 0.9397 1.419 0.454 -1.553
C 4.9965 2.3851 1.1148 0.851 -0.338 0.574
C 4.2438 1.0857 0.9035 -1.635 0.308 -0.298
O 4.6353 0.1646 0.1177 -0.399 1.104 1.322
O 3.1141 1.0032 1.5578 1.361 -0.750 -1.097
H -0.9940 4.8799 7.4639 0.681 -1.035 -0.517
H -0.2116 3.1929 7.4762 -0.488 0.603 -0.193
H -1.7676 3.5672 6.6193 0.444 -0.190 0.124
H -1.7336 5.1559 4.6496 0.731 -0.717 -0.232
H -0.5679 5.3721 2.4307 0.436 0.195 0.554
H 3.1774 4.4546 4.3023 0.039 -0.410 0.056
H 1.8952 3.7062 6.3814 0.515 -0.189 0.624
H 2.6599 2.8867 2.0040 0.389 0.264 -0.375
H 4.9737 4.5442 1.0666 -0.331 -0.583 0.732
H 3.9738 3.9242 -0.0909 -0.520 -0.644 -0.331
H 5.2165 2.3919 2.1954 0.304 -0.237 -0.238
H 5.9439 2.3555 0.5656 -0.295 0.119 0.038
```
Positions in Å, forces in eV/Å.

## Properties
**HOMO**: -7.84 eV
**E_LUMO**: -0.760 eV
**ΔE to the lowest compared entry with this formula, charge and spin**: 0.000 eV
**E_tot**: -106996.2505 eV